Entry 1:
8
Properties=species:S:1:pos:R:3:mulliken_charge:R:1 method="wB97M-V/def2-TZVPD" homo_energy_ev="-8.593 / -8.512" fmax_ev_per_a=3.26 orbital_gap_ev="7.177 / 7.100" total_charge=0
C 0.41211 -0.09403 -0.14361 -0.561
N 1.33865 0.84968 -0.76876 -0.427
F 3.40702 -1.97967 0.82374 -0.249
S 4.10438 -1.33708 -0.58316 0.012
I 3.04608 0.88131 0.04281 0.497
H 0.08321 -0.71495 -1.10755 0.197
H -0.48968 0.58996 0.17479 0.191
H 0.85965 -0.77708 0.58098 0.340

Entry 2:
63
Properties=species:S:1:pos:R:3:mulliken_charge:R:1 method="wB97M-V/def2-TZVPD" homo_energy_ev="-7.750 / -8.181" fmax_ev_per_a=0.70 orbital_gap_ev="5.581 / 5.924" spin_multiplicity=2 total_charge=0
Ir -0.00500 0.30437 0.01509 0.700
C 2.65864 -3.16780 -0.25726 -0.605
C 2.20571 -1.85740 -0.42612 0.129
N 0.91811 -1.55800 -0.29558 0.018
C 0.06010 -2.59939 -0.06996 0.036
C 0.54813 -3.87801 0.09248 -0.376
N 1.84568 -4.17095 0.01985 -0.641
C -1.37042 -2.25418 -0.02381 0.254
C -2.44965 -3.11944 -0.00855 -0.511
C -3.74919 -2.61185 0.02780 1.357
C -3.91356 -1.22278 0.03834 -0.726
C -2.80548 -0.40048 -0.00901 0.086
N -1.57668 -0.93537 -0.03956 0.098
C -2.79494 1.07481 -0.01629 0.114
C -3.92580 1.87554 -0.05092 -0.097
N -3.86343 3.19915 -0.00363 -0.610
C -2.65586 3.74335 0.07276 -0.428
C -1.49526 2.98275 0.07520 -0.103
N -1.57248 1.65804 0.01741 -0.446
C -4.92903 -3.52117 0.04290 0.962
C -6.23313 -3.03210 0.00881 -0.534
C -7.29650 -3.92051 0.01677 -0.430
N -7.15830 -5.24074 0.05360 -0.617
C -5.91594 -5.70926 0.08702 -0.416
C -4.78664 -4.90643 0.08389 -0.556
H 3.72034 -3.36434 -0.32396 0.481
H 2.89146 -1.05900 -0.65248 0.274
H -0.12573 -4.69783 0.30763 0.413
H -2.26712 -4.18164 -0.02189 0.306
H -4.89491 -0.78065 0.09582 0.342
H -4.91255 1.43611 -0.12267 0.389
H -2.59883 4.82224 0.13295 0.412
H -0.49365 3.39208 0.11915 0.324
H -6.45232 -1.97580 -0.02971 0.282
H -8.31272 -3.54458 -0.01007 0.377
H -5.81024 -6.78749 0.11818 0.381
H -3.82017 -5.38611 0.11773 0.294
F -1.03812 0.98638 2.56126 -0.319
C -0.20806 0.03083 2.03855 0.515
F -0.79328 -1.16460 2.40505 -0.307
C 1.08533 0.06603 2.89677 0.610
F 1.84389 -0.98889 2.61237 -0.220
F 1.75731 1.19154 2.73012 -0.199
F 0.73859 -0.01840 4.19105 -0.292
N 1.18940 1.75586 -0.26793 -0.229
C 2.20436 2.19075 -1.00424 0.326
C 2.85665 3.39731 -0.62816 -0.067
C 3.89608 3.89408 -1.37774 -0.760
C 4.33261 3.20518 -2.50730 -0.265
C 3.72354 2.00897 -2.88972 -0.853
C 2.66787 1.51303 -2.16584 0.098
H 2.52932 3.88908 0.27793 0.415
H 4.39353 4.80574 -1.07632 0.374
H 5.16024 3.59308 -3.08599 0.386
H 4.09778 1.46206 -3.74450 0.383
H 2.18501 0.58406 -2.44705 0.350
F 3.40499 0.18691 0.80811 -0.678
As 5.16731 0.12365 0.77512 2.238
F 5.20653 0.54209 2.44686 -0.493
F 5.04279 -1.57340 1.18259 -0.516
F 5.21350 1.79126 0.31768 -0.451
F 5.02947 -0.33376 -0.91804 -0.490
F 6.88175 0.00846 0.69255 -0.492

Entry 3:
11
Properties=species:S:1:pos:R:3:mulliken_charge:R:1 method="wB97M-V/def2-TZVPD" homo_energy_ev=-9.516 fmax_ev_per_a=1.01 orbital_gap_ev=9.523 total_charge=0
C 0.36002 0.31479 -1.28919 -0.859
C 1.01425 0.46457 0.04176 -0.152
C 0.57338 -0.03855 1.18292 -0.091
O -0.54125 -0.83511 1.29452 -0.229
P -2.04011 -1.39864 1.03688 0.337
O -2.98577 -0.46695 0.44308 -0.407
H 0.96391 -0.32345 -1.93364 0.254
H 0.28087 1.28774 -1.77366 0.280
H -0.63724 -0.11036 -1.20165 0.188
H 1.94002 1.01692 0.06607 0.322
H 1.07194 0.08903 2.13290 0.358

Entry 4:
28
Properties=species:S:1:pos:R:3:mulliken_charge:R:1 method="wB97M-V/def2-TZVPD" homo_energy_ev="-10.616 / -10.784" fmax_ev_per_a=1.26 orbital_gap_ev="5.100 / 3.794" spin_multiplicity=6 total_charge=+1
Ir 1.27842 -1.92778 -0.43722 0.708
Se 4.55398 -2.60356 -1.97044 -0.056
Te 5.81848 -4.76198 -2.38202 0.083
Te 6.98034 -5.14234 -0.07940 0.011
Se 3.18952 -3.27493 -0.21521 -0.082
N 1.89901 -0.61166 -2.00916 -0.504
C 1.12658 0.64942 -1.86168 -0.442
C -0.26430 0.38351 -1.32023 0.625
O -1.13545 1.21829 -1.37454 -0.557
O -0.41268 -0.78886 -0.73003 -0.778
H 2.89059 -0.41083 -2.10446 0.248
H 1.63057 -1.08025 -2.87325 0.349
H 1.05635 1.20701 -2.79205 0.379
H 1.63042 1.27238 -1.12312 0.289
O 0.67102 -3.56267 1.86858 -0.311
N 0.50312 -2.84943 0.96068 0.254
F -3.03000 3.59437 3.25305 -0.291
C -2.59298 2.80095 2.28056 0.615
C -1.18887 2.28934 2.29252 -0.419
F -0.34987 2.31184 1.29606 -0.120
C -2.27887 1.30993 2.48893 0.645
F -2.47202 0.69307 3.65498 -0.307
C -2.75435 0.62490 1.23243 -0.089
Se -2.39640 -1.04908 0.81957 0.409
C -3.36863 1.60359 0.39999 0.424
F -3.93248 1.35017 -0.74054 -0.297
C -3.29526 2.83491 0.98094 0.436
F -3.75623 3.91968 0.48506 -0.221

Entry 5:
14
Properties=species:S:1:pos:R:3:mulliken_charge:R:1 method="wB97M-V/def2-TZVPD" homo_energy_ev=-9.286 smiles="C[C@H](S)CC=O" fmax_ev_per_a=3.11 orbital_gap_ev=10.147 total_charge=0
C 0.34394 0.26451 -1.69060 -1.503
C 0.34653 -0.32522 -0.32295 0.042
S -0.60604 -1.86886 -0.22992 -0.155
C -0.22404 0.60913 0.72238 -0.516
C -0.01240 0.02357 2.14709 -0.015
O -0.85214 -0.14673 2.96466 -0.430
H -0.67192 0.38886 -1.99873 0.408
H 0.83999 -0.36104 -2.41265 0.346
H 0.80175 1.22907 -1.65935 0.377
H 1.41209 -0.52064 -0.12671 0.350
H -1.65941 -1.43745 -0.87757 0.111
H 0.43276 1.52049 0.65662 0.305
H -1.19613 0.94064 0.49039 0.386
H 1.04500 -0.31635 2.33731 0.291

Entry 6:
77
Properties=species:S:1:pos:R:3:mulliken_charge:R:1 method="wB97M-V/def2-TZVPD" homo_energy_ev="-13.516 / -13.561" fmax_ev_per_a=3.41 orbital_gap_ev="5.579 / 5.725" spin_multiplicity=2 total_charge=+2
Ir -1.23466 0.52851 -1.41864 2.172
C 0.54201 -0.42714 5.16684 -1.533
C -0.24118 0.83562 4.77592 1.772
C 0.60967 2.08360 5.07043 -1.497
C -1.52352 0.90370 5.60421 -2.133
C -0.52940 0.79887 3.28442 0.332
C -1.81174 0.88263 2.74907 -0.969
C -1.99797 0.86141 1.38200 -0.518
N -0.97207 0.75457 0.53083 -0.244
C 0.28331 0.68081 1.01603 -0.315
C 0.52363 0.70315 2.37114 -0.645
C 1.31663 0.59607 -0.02546 0.676
C 2.67348 0.59468 0.23562 -0.396
C 3.59810 0.57249 -0.80163 0.452
C 3.07440 0.57490 -2.09858 -1.002
C 1.71850 0.58272 -2.30455 -0.395
N 0.82804 0.57005 -1.28781 0.012
C 5.09853 0.56759 -0.57438 1.917
C 5.69462 1.81908 -1.24199 -1.569
C 5.45644 0.57703 0.91083 -2.071
C 5.68395 -0.69598 -1.22611 -1.560
H 0.73516 -0.41271 6.23932 0.457
H 1.50705 -0.48832 4.66110 0.327
H -0.02521 -1.33198 4.94001 0.370
H 0.79440 2.14883 6.14257 0.445
H 0.09659 2.99557 4.76051 0.378
H 1.57836 2.04651 4.56907 0.338
H -1.26309 0.93091 6.66147 0.437
H -2.15901 0.02960 5.44623 0.424
H -2.10204 1.80448 5.39021 0.414
H -2.68063 0.96589 3.38449 0.580
H -2.97862 0.94744 0.94001 0.590
H 1.54021 0.64901 2.73189 0.607
H 3.01414 0.62936 1.25894 0.599
H 3.72515 0.57820 -2.96159 0.500
H 1.32346 0.60389 -3.30270 0.272
H 5.25858 2.73268 -0.83402 0.375
H 5.54384 1.81880 -2.32207 0.354
H 6.76848 1.84669 -1.05825 0.460
H 5.08037 1.46868 1.41758 0.439
H 6.54057 0.58112 1.01458 0.418
H 5.08496 -0.31134 1.42729 0.433
H 5.51697 -0.71650 -2.30370 0.352
H 5.25507 -1.60143 -0.79242 0.369
H 6.76054 -0.72062 -1.05818 0.461
C -0.30973 -2.91798 -0.94235 -1.065
C -1.70621 -2.49574 -0.65986 0.226
N -2.20466 -1.27272 -0.76886 0.146
C -3.54168 -1.32824 -0.39726 -0.483
C -3.84270 -2.60201 -0.06188 -1.080
N -2.67813 -3.31861 -0.23496 0.067
H 0.29329 -2.04823 -1.19728 -0.058
H -0.27496 -3.61688 -1.77930 0.360
H 0.13446 -3.40900 -0.07612 0.422
H -4.17121 -0.45555 -0.41261 0.611
H -4.76022 -3.05957 0.26435 0.443
H -2.57142 -4.30743 -0.06895 0.214
C -1.26543 0.95280 -3.53653 -2.154
C -2.16990 -0.13624 -3.64874 0.981
C -3.57837 0.04757 -3.52454 -0.220
C -4.43197 -1.01678 -3.64700 -0.869
C -3.91801 -2.29613 -3.89733 0.721
C -2.54325 -2.49244 -4.10760 -0.904
C -1.68437 -1.43481 -3.98854 -0.164
C -4.79056 -3.43427 -3.86861 -0.168
N -5.46601 -4.35826 -3.76127 -0.406
H -1.66021 1.96077 -3.56488 0.499
H -0.27705 0.82134 -3.94355 0.673
H -3.95599 1.04119 -3.32992 0.427
H -5.50056 -0.88497 -3.54164 0.525
H -2.18226 -3.47916 -4.36677 0.566
H -0.62266 -1.56734 -4.16096 0.475
C -2.81046 3.16647 -1.03361 -0.988
O -2.68898 1.77787 -1.31193 -0.648
H -1.82884 3.64631 -1.03309 0.344
H -3.27751 3.32769 -0.06043 0.306
H -3.42048 3.63122 -1.80848 0.315

Energy above the lowest of the compared OMol25 structures with the same formula, charge and spin (kcal/mol)
76.2, 33.9, 0.0, 29.6, 15.4, 51.7
Electronic energy (hartree)
-890.2298, -4823.0232, -609.1485, -8985.9679, -630.6103, -1657.4519